[1]
Density functional theory data (the ωB97M-V functional and the def2-TZVPD basis) for a 2-piece molecular cluster, C4H9N overall.

Computed properties:
Frontier orbital gap: 8.49 eV
Relative energy (zero: lowest compared OMol25 entry of this formula, charge and spin): 100.2 kcal per mole
HOMO level: -7.41 eV
Net charge: 0
E_tot: -5779.46747 eV

```
14
Properties=species:S:1:pos:R:3:forces:R:3:nbo_charge:R:1
N -0.7995 -0.2043 -0.1223 -0.08 0.07 0.03 -0.21
C -1.6894 0.7093 -0.3284 0.03 -0.06 0.03 -0.25
C 0.4297 -0.7281 -0.7073 0.22 0.10 -0.24 -0.06
C 1.6988 0.0851 -0.5944 0.01 0.00 0.05 -0.63
C -0.2600 -1.2561 0.4947 -0.19 -0.06 -0.05 -0.25
H 1.7380 0.5812 0.3796 -0.01 -0.07 -0.13 0.22
H 2.5677 -0.5767 -0.6748 -0.12 0.07 -0.01 0.22
H 0.2513 -1.1537 -1.7037 0.00 0.03 0.15 0.17
H -0.5700 1.1995 2.4172 0.03 -0.04 0.02 -0.03
H -0.2804 0.5148 2.3270 -0.03 0.09 0.03 0.00
H 1.7716 0.8373 -1.3885 -0.01 -0.11 0.10 0.21
H -2.6032 0.7018 0.2538 0.12 -0.01 -0.06 0.20
H -0.7679 -2.1868 0.7115 0.05 0.11 -0.01 0.20
H -1.4865 1.4767 -1.0643 -0.01 -0.12 0.08 0.19
```
Forces are in eV/Å.



[2]
Density functional theory data (the ωB97M-V functional and the def2-TZVPD basis) for a 11-piece molecular cluster, C55H65Cl20F20IO4 overall in a non-equilibrium geometry.

Computed properties:
Frontier orbital gap: 7.34 eV
Relative energy (zero: lowest compared OMol25 entry of this formula, charge and spin): 193.2 kcal per mole
SMILES string: C#Cc1cc2c(c(CCOCC)c1I)C(=O)c1cc(C(F)(F)C(F)(F)C(F)(F)F)c(CCOCC)c(CCC(F)(F)C(F)(F)C(F)(F)C(F)(F)C(F)(F)C(F)(F)F)c1C2=O.ClCCCl.ClCCCl.ClCCCl.ClCCCl.ClCCCl.ClCCCl.ClCCCl.ClCCCl.ClCCCl.ClCCCl
HOMO level: -8.49 eV
Net charge: 0
E_tot: -379170.93445 eV

```
165
Properties=species:S:1:pos:R:3:forces:R:3:mulliken_charge:R:1
I 3.5420 0.4234 2.2855 -1.32 0.01 0.11 0.18
Cl 1.1206 4.6821 2.8501 0.06 0.27 0.41 -0.06
Cl 3.0274 13.4038 -3.2346 -0.03 0.06 -0.02 -0.20
Cl 1.3518 -11.2755 -2.2558 0.03 0.01 0.01 -0.20
Cl 7.0812 -0.5957 3.0908 0.02 0.02 -0.02 -0.20
Cl 5.9824 -5.9126 1.7395 0.10 -0.23 -0.58 -0.26
Cl 1.1823 7.1407 0.4934 -0.02 -0.12 0.01 -0.17
Cl -3.8139 -11.8406 -1.8573 -0.01 0.02 -0.02 -0.19
Cl 2.9500 -8.3053 -1.6783 0.08 -0.01 0.03 -0.19
Cl -0.5157 2.0254 -5.4785 -0.09 0.03 -0.15 -0.12
Cl 4.4725 16.1496 -1.8116 -0.04 0.02 0.01 -0.19
Cl 4.3127 -2.7130 4.3626 1.22 -0.32 0.06 0.06
Cl 4.6243 10.0262 -2.9825 0.05 -0.11 -0.01 -0.22
Cl -6.4042 -9.6443 -2.2096 0.00 -0.02 0.03 -0.19
Cl 8.3510 -1.1613 6.2214 0.09 -0.05 0.06 -0.19
Cl 13.4684 0.2916 8.1565 -0.02 0.03 -0.01 -0.18
Cl -3.0134 -0.0937 -6.4324 0.03 -0.01 0.03 -0.17
Cl 3.9029 -3.3097 1.0547 -0.01 0.03 -0.17 -0.03
Cl 2.8616 7.1514 -2.4518 0.09 -0.01 -0.04 -0.18
Cl 4.8558 -5.8586 5.5999 -0.11 -0.06 -0.01 -0.22
Cl 12.0204 0.9616 5.1404 0.13 0.10 0.01 -0.18
F -2.7062 -2.0016 0.8037 -1.79 -1.15 0.45 -0.18
F -5.6310 -3.9860 0.1741 2.02 0.53 -0.55 -0.37
F -1.2951 -4.3998 0.0690 -1.27 -0.33 -1.88 -0.31
F -5.8442 4.2880 -1.3204 -0.14 -0.33 -2.31 -0.18
F -5.2911 0.7925 -4.1016 -0.13 1.94 1.48 -0.28
F -7.2719 5.0401 -2.8416 2.01 -1.30 0.19 -0.27
F -2.5602 -4.6132 -3.9885 1.88 -1.47 0.78 -0.20
F -4.2856 -5.1949 -1.8035 1.50 1.00 1.41 -0.33
F -5.0962 5.1064 -3.2643 -1.33 -1.69 0.90 -0.23
F -2.6249 -6.7967 -3.6264 1.18 1.94 0.14 -0.21
F -6.5137 3.1859 -4.7270 0.17 -0.48 2.31 -0.31
F -7.4876 2.4142 -2.8110 2.26 0.64 -1.01 -0.22
F -3.4856 -5.8102 0.1731 -0.16 2.28 -1.19 -0.31
F -3.9812 2.5835 -3.8526 -1.83 -0.75 0.80 -0.34
F -1.8373 -3.1615 -1.6837 -0.71 -2.59 0.37 -0.23
F -1.4169 -6.8324 -1.4633 -0.30 2.23 -0.49 -0.20
F -4.5344 -2.5192 -1.1082 0.67 -1.58 1.32 -0.18
F -3.2203 -3.7583 2.0881 -1.02 0.92 -1.87 -0.36
F 0.0277 -5.2373 -2.0342 -2.31 -0.28 0.13 -0.31
F -0.7113 -5.9444 -4.3326 -2.15 1.19 1.43 -0.22
O 2.4299 1.1345 -1.1272 -0.05 0.56 -0.52 -0.19
O -1.5075 3.7532 0.6571 -0.42 -2.22 -0.13 -0.56
O -3.8719 0.6502 3.4743 1.03 -0.30 -1.97 -0.58
O -7.8196 1.2121 0.2199 -0.98 -1.43 0.56 -0.11
C 0.4258 6.3150 2.9928 -0.09 0.17 0.09 -0.56
C -0.8570 1.5468 1.6233 0.92 -1.21 0.74 0.55
C 5.8077 -3.3315 5.1166 0.23 -0.17 -0.02 -0.28
C 3.7640 -4.9735 0.4380 -0.02 -0.06 -0.10 -0.25
C -3.7885 0.8389 0.9883 -0.23 0.60 -1.96 0.63
C -5.7441 -0.9828 1.2759 -0.34 0.47 0.51 -0.38
C -3.5302 -4.7175 -0.7075 -0.86 -1.78 -0.75 0.42
C -6.0699 4.3323 -2.6774 -1.05 2.30 0.66 0.53
C -4.9763 0.1029 0.4498 1.58 2.29 -1.86 0.65
C 1.3611 -1.6108 4.0102 0.69 0.65 2.30 -1.03
C -1.6083 0.5293 2.4817 2.10 0.19 -0.41 0.94
C -8.4331 1.1673 2.6809 0.22 0.02 -0.14 -0.94
C 2.2391 8.8195 -2.3844 -0.06 0.15 -0.02 -0.51
C 4.2248 -5.9887 1.4593 -0.37 -0.14 -0.03 -0.35
C -8.9105 1.2564 1.1691 -1.12 0.42 1.22 -0.47
C -0.1153 6.8172 1.6721 -0.26 0.05 0.14 -0.22
C 1.3929 0.5357 2.3404 -2.88 -0.15 0.12 -0.69
C 2.9161 9.7237 -3.3911 -0.33 0.01 -0.08 -0.26
C -5.4179 0.4779 -0.9696 1.38 0.69 0.24 0.16
C -2.7879 1.5971 -6.9463 -0.03 0.18 -0.09 -0.13
C -4.6708 -9.2490 -2.0991 0.17 0.12 -0.02 -0.13
C -3.7958 -2.8222 1.1902 1.13 0.94 1.47 0.90
C -5.0842 1.9100 -3.2653 1.38 -0.82 0.01 0.53
C 12.9443 -0.4957 5.5868 0.10 -0.26 0.02 -0.47
C 7.4281 0.6193 4.3502 0.00 0.16 0.17 -0.52
C 2.6944 0.9802 -2.5256 -0.13 -1.00 -1.54 -0.43
C 0.6503 -0.4862 3.1937 -0.98 -0.15 -0.57 1.12
C -8.0318 0.1242 -0.6910 -0.12 -0.10 -1.41 -0.80
C 1.3884 2.0986 -0.8952 -0.15 0.38 -0.35 -0.61
C -4.8744 -2.0476 2.0506 -0.10 -0.89 -0.42 -1.46
C -3.8017 -10.3009 -2.7547 0.03 0.12 -0.07 0.01
C 0.6101 -9.7284 -1.7816 -0.10 0.09 0.07 0.18
C 1.8940 -2.2434 4.9584 -2.81 2.03 -1.89 -0.36
C -1.3450 -5.5569 -2.0098 2.09 -0.19 -0.35 0.33
C -6.2990 2.9193 -3.3598 -0.82 0.09 -1.15 0.72
C -1.7494 2.5573 0.7810 -0.23 -0.43 0.48 -0.66
C -1.8078 -5.6562 -3.5261 -0.90 -2.08 -1.51 0.63
C 12.7356 -0.8825 7.0349 -0.07 -0.15 -0.06 -0.30
C 0.6487 1.5948 1.5232 -1.20 -1.68 2.09 0.69
C -4.6669 1.5078 -1.8016 0.94 -0.54 2.54 0.69
C -6.7111 -0.2319 -1.5599 -0.51 0.76 0.69 -1.30
C -2.0327 -4.4329 -1.1329 1.34 1.23 1.77 0.71
C -3.0327 1.8652 0.1447 -1.63 -0.83 -0.79 0.39
C -3.1950 0.6474 2.4523 0.54 0.10 0.01 -0.46
C 1.3288 -8.5379 -2.3761 -0.22 0.04 -0.13 0.48
C 8.6401 0.2583 5.1833 -0.05 0.25 -0.23 -0.40
C 6.0477 -4.7942 4.8064 0.21 0.36 -0.07 0.23
C -4.3422 -3.4858 -0.1369 -1.52 -0.17 0.64 0.84
C -1.3251 1.9670 -7.0648 -0.09 0.09 -0.20 -0.57
C 4.9478 14.4472 -1.5842 0.07 -0.14 0.02 -0.47
C 1.4867 0.2622 -3.3085 0.36 0.22 -0.02 -0.18
C 1.3917 2.6495 0.6113 -0.19 -1.34 -1.27 -0.77
C -3.4529 2.2271 -1.2417 -1.60 -2.39 2.43 -0.84
C 4.7509 13.6256 -2.8393 0.31 -0.01 0.08 -0.19
C -0.8751 -0.5022 3.2827 1.53 2.78 -2.29 -0.96
H -9.1906 1.6457 3.3852 0.97 -0.45 -1.06 0.39
H 1.1269 -0.6342 -2.7103 0.26 1.26 -0.54 0.09
H 0.4018 1.6082 -1.1631 0.79 0.68 0.44 0.09
H 11.6760 -0.9671 7.2783 0.08 0.10 -0.05 0.19
H -9.5002 2.2262 1.0573 0.94 -1.09 -0.12 0.31
H -6.6438 -1.3562 -1.5560 0.32 1.20 -0.01 0.25
H 1.5548 2.9575 -1.6269 -0.28 -0.75 0.98 0.53
H 1.1955 6.9769 3.3907 -0.02 -0.08 -0.12 0.36
H -2.7656 -9.9593 -2.7821 -0.09 0.04 0.05 -0.18
H -0.4208 -9.7518 -2.1384 0.08 0.05 -0.04 -0.37
H 7.0314 -5.0931 5.1731 -0.08 0.05 0.06 0.39
H -4.3437 -1.6802 2.9727 -0.46 -0.15 -1.18 0.51
H 2.9630 1.9657 -3.0383 -0.53 -0.97 0.81 0.31
H 1.8317 -0.1671 -4.3074 -0.27 0.77 1.23 0.40
H 7.6052 1.5644 3.8352 0.07 -0.08 0.03 0.40
H -9.6614 0.4228 1.0057 0.92 0.87 -0.11 0.36
H -8.4046 -0.8311 -0.2060 0.48 1.18 -0.09 0.57
H 0.8875 3.6512 0.5869 0.37 -1.31 0.18 -0.11
H 9.5068 0.0472 4.5591 -0.16 -0.05 0.05 0.20
H 3.5968 0.3085 -2.6965 -1.00 0.84 0.85 0.30
H 1.1701 8.7666 -2.5952 0.08 0.02 -0.05 0.33
H -0.8071 6.1027 1.2249 0.18 -0.03 0.03 -0.02
H -0.3815 6.2539 3.7241 -0.01 -0.02 -0.12 0.32
H 4.3361 -5.0434 -0.4875 0.02 0.00 0.13 0.31
H 0.6544 1.0030 -3.5336 0.96 -1.23 0.53 -0.31
H 5.7410 -3.1542 6.1909 -0.07 -0.03 -0.09 0.32
H 2.2289 -2.7259 5.9125 -0.63 0.63 -1.83 0.43
H -6.5221 -1.5597 0.6768 1.26 0.96 0.44 0.16
H 4.0052 -6.9975 1.1063 0.05 0.09 -0.05 0.27
H 12.5994 -1.3004 4.9357 -0.04 0.04 0.10 0.28
H 13.9958 -0.3087 5.3685 -0.11 0.08 0.08 0.38
H 2.3669 9.1865 -1.3658 0.07 -0.05 -0.11 0.34
H -1.4307 -1.2665 3.8858 0.81 0.91 -0.65 0.41
H -0.6476 7.7574 1.8238 0.10 -0.03 0.06 0.40
H 13.2084 -1.8458 7.2315 0.02 0.08 -0.08 0.30
H 5.2383 14.0845 -3.6998 -0.14 0.05 0.09 0.33
H 0.5924 -9.6828 -0.6925 0.08 -0.01 -0.10 0.37
H -0.7826 1.2617 -7.6947 -0.06 -0.01 0.14 0.33
H -4.1200 -10.5039 -3.7774 -0.05 -0.01 0.14 0.38
H 6.5348 0.7294 4.9663 0.06 -0.12 -0.06 0.33
H 3.7238 -5.8472 2.4181 0.12 0.10 -0.05 0.30
H 1.4378 -8.6338 -3.4568 0.06 -0.08 0.12 0.40
H -4.5324 -8.2902 -2.6010 0.01 -0.10 -0.03 -0.02
H -1.2289 2.9605 -7.5054 -0.09 -0.05 0.06 0.31
H -3.3075 2.2388 -6.2347 0.11 -0.11 0.02 -0.01
H 2.7121 -5.1395 0.2003 0.05 -0.05 0.09 0.00
H 8.8926 1.0864 5.8468 -0.07 -0.05 -0.05 0.39
H 5.1732 12.6305 -2.6999 -0.09 0.07 0.06 0.10
H 6.0105 -4.9874 3.7320 -0.09 0.18 0.58 -0.37
H -4.4196 -9.1213 -1.0458 -0.05 -0.11 -0.08 0.34
H -3.2748 1.7005 -7.9171 0.11 -0.03 0.02 0.36
H 2.4197 10.6945 -3.4092 0.06 -0.07 0.09 0.17
H 0.7668 -7.6288 -2.1706 0.05 -0.10 0.05 -0.65
H -5.5947 -2.8549 2.4143 0.99 1.00 -0.48 0.48
H -6.9507 0.0858 -2.6112 0.69 -0.34 1.15 0.42
H 2.8789 9.3038 -4.3964 0.10 -0.05 0.13 0.34
H 2.4749 2.7921 0.8860 -1.23 -0.25 0.01 0.55
H -8.3170 0.0957 3.0505 0.03 1.32 -0.64 0.21
H -8.8531 0.4463 -1.4155 0.96 -0.51 0.75 0.35
H -7.4411 1.7148 2.7521 -1.18 -0.66 0.16 0.22
H 6.0025 14.4482 -1.3053 -0.05 -0.02 -0.10 0.30
H 4.3748 14.0455 -0.7483 -0.03 0.06 -0.13 0.32
H 6.6292 -2.7332 4.7238 -0.05 -0.13 -0.02 -0.17
H -6.3530 -0.4213 2.0614 0.86 -0.73 -0.96 -0.11
H -2.8611 3.0102 -1.7814 -0.83 -0.98 0.44 0.52
```
Forces are in eV/Å.